Entry 1:
DFT (wB97M-V/def2-TZVPD) results for C24H32NOPPdS2Si as an isolated structure.

For the LUMO energy, the calculation gives -7.40 eV. The HOMO energy comes out at -14.454 eV. The calculation puts the frontier orbital gap at 7.05 eV. Its net charge is +2.

Structure (XYZ):
```
63
C24H32NOPPdS2Si | the OMol25 dataset | wB97M-V/def2-TZVPD
Pd 0.49 1.24 -0.32
C 0.39 2.58 5.88
C 0.39 2.23 4.43
C -0.11 3.10 3.46
C -0.08 2.73 2.13
N 0.41 1.55 1.72
C 0.90 0.71 2.64
C 0.91 1.01 3.98
H -0.11 3.52 6.07
H 1.41 2.66 6.25
H -0.10 1.80 6.46
H -0.52 4.06 3.74
H -0.46 3.40 1.37
H 1.29 -0.23 2.28
H 1.33 0.30 4.68
C 3.06 2.34 -0.60
Si 3.00 0.78 -1.66
C 4.23 0.64 -3.02
C 3.12 -0.75 -0.59
H 4.09 2.43 -0.26
H 2.48 2.34 0.34
H 2.81 3.24 -1.17
H 5.21 0.37 -2.62
H 4.33 1.56 -3.59
H 3.92 -0.15 -3.70
H 4.07 -0.65 -0.05
H 3.20 -1.65 -1.20
H 2.33 -0.89 0.15
C -2.73 1.27 -0.88
P -1.47 0.09 -0.34
C -1.49 -1.35 -1.40
C -0.36 -1.89 -1.99
C -0.46 -3.03 -2.77
C -1.70 -3.63 -2.98
C -2.84 -3.09 -2.39
C -2.74 -1.96 -1.59
C -1.95 -0.51 1.29
C -2.69 0.30 2.15
C -3.05 -0.18 3.40
C -2.65 -1.45 3.80
C -1.90 -2.25 2.95
C -1.55 -1.78 1.69
H -3.71 0.80 -0.81
H -2.52 1.55 -1.91
H -2.70 2.15 -0.25
H 0.61 -1.43 -1.83
H 0.43 -3.46 -3.21
H -1.78 -4.51 -3.59
H -3.80 -3.55 -2.54
H -3.63 -1.56 -1.12
H -3.02 1.29 1.85
H -3.64 0.44 4.06
H -2.93 -1.82 4.78
H -1.60 -3.24 3.26
H -0.99 -2.42 1.02
C 0.96 -1.38 -5.46
O 1.27 -0.51 -4.34
C 0.28 0.15 -3.79
S -1.28 0.13 -4.14
S 0.97 1.29 -2.56
H 1.91 -1.79 -5.77
H 0.50 -0.79 -6.25
H 0.27 -2.16 -5.13
```

Results of the Löwdin charge analysis, in e, for atoms 1 through 8:
1 Pd 0.529
2 C -0.013
3 C -0.223
4 C 0.013
5 C -0.114
6 N -0.117
7 C -0.108
8 C 0.015

Entry 2:
DFT (wB97M-V/def2-TZVPD) results for a 2-piece molecular cluster, C3H10N3S overall at a distorted geometry.

For the LUMO energy, the calculation gives -3.59 eV. The HOMO energy comes out at -12.157 eV. The calculation puts the frontier orbital gap at 8.57 eV. Its net charge is +1.

Structure (XYZ):
```
17
C3H10N3S | the OMol25 dataset | wB97M-V/def2-TZVPD
C 1.04 -0.25 -0.40
C -2.44 2.80 -1.18
C 0.54 -0.69 1.01
N 0.20 -1.99 1.01
N 0.44 0.12 2.09
N 1.02 -1.40 -1.25
S -1.46 2.05 -0.20
H 0.35 0.65 -0.85
H 2.16 0.12 -0.35
H -2.88 3.81 -1.05
H -2.81 2.24 -2.17
H 0.42 -2.44 0.08
H -0.14 -2.59 1.77
H 0.86 0.95 1.92
H 0.30 -0.23 3.02
H 0.50 -1.21 -2.04
H 1.90 -1.95 -1.41
```

Results of the Löwdin charge analysis, in e, for atoms 1 through 8:
1 C -0.208
2 C -0.572
3 C -0.297
4 N 0.182
5 N 0.221
6 N -0.021
7 S 0.672
8 H 0.071